Computed, not measured: a cluster of 2 separate species, CH8OSi2 in total at a distorted geometry, with the ωB97M-V functional and the def2-TZVPD basis.

The LUMO energy is 0.40 eV. Its energy is -18965.668 eV. The calculation puts the orbital gap at 10.35 eV. The value obtained for the molar mass is 92.2 g mol⁻¹.

ORCA input file:
```
! RIJCOSX wB97M-V def2-TZVPD def2/J DEFGRID3
* xyz 0 1
C 1.38 -0.42 -0.37
O 1.24 0.94 0.99
Si -1.57 0.67 0.01
Si -0.28 -1.15 0.26
H 1.78 0.00 -1.27
H 2.18 -0.89 0.17
H 1.09 1.59 0.34
H -2.89 0.22 -0.24
H -0.93 1.01 -1.27
H -1.44 1.96 0.67
H 0.15 -1.95 1.46
H -0.70 -2.00 -0.75
*
```

Atom charges from the Mulliken analysis, given in e for atoms 1 to 6: -0.5133 -0.6194 0.5119 0.4268 0.4228 0.2344

***

Computed, not measured: a cluster of 2 separate species, CH9N2 in total, with the ωB97M-V functional and the def2-TZVPD basis.

The LUMO energy (alpha / beta) is 1.09 / 0.66 eV. Its energy is -4160.277 eV. The calculation puts the orbital gap (alpha / beta) at 4.29 / 11.83 eV. The value obtained for the molar mass is 49.1 g mol⁻¹.

ORCA input file:
```
! RIJCOSX wB97M-V def2-TZVPD def2/J DEFGRID3
* xyz 0 2
N -1.06 0.43 -1.72
H -1.44 1.34 -1.97
H -1.86 -0.18 -1.57
H 0.13 0.63 -0.11
H -0.59 0.04 -2.54
C 0.77 -0.99 1.08
N 0.42 0.43 0.86
H 1.64 -1.25 0.46
H 1.04 -1.12 2.12
H -0.07 -1.63 0.84
H 1.20 1.07 1.16
H -0.41 0.68 1.46
*
```

Atom charges from the Mulliken analysis, given in e for atoms 1 to 6: -1.2104 0.3189 0.3548 0.3487 0.2875 -1.6189

***

Computed, not measured: a cluster of 2 separate species, CH9N3 in total, with the ωB97M-V functional and the def2-TZVPD basis.

The LUMO energy is 0.96 eV. Its energy is -5653.063 eV. The calculation puts the orbital gap at 9.83 eV. The value obtained for the molar mass is 63.1 g mol⁻¹.

ORCA input file:
```
! RIJCOSX wB97M-V def2-TZVPD def2/J DEFGRID3
* xyz 0 1
N 2.24 -1.40 0.12
C 1.25 -0.37 -0.02
N -0.13 -0.81 0.23
H 2.21 -1.94 0.99
H 2.27 -2.02 -0.68
H 1.55 0.40 0.70
H 1.24 0.02 -1.03
H -0.87 -0.23 -0.13
H -0.28 -0.89 1.21
N -2.23 1.63 -0.11
H -3.17 1.31 -0.35
H -1.75 1.65 -1.00
H -2.35 2.63 0.07
*
```

Atom charges from the Mulliken analysis, given in e for atoms 1 to 6: -0.5481 -0.2918 -0.6391 0.1908 0.2201 0.2512

***

Computed, not measured: the ion CH9N3PS with charge +1 at a distorted geometry, with the ωB97M-V functional and the def2-TZVPD basis.

The LUMO energy is -3.24 eV. Its energy is -25771.936 eV. The calculation puts the orbital gap at 11.00 eV. The value obtained for the molar mass is 126.1 g mol⁻¹.

ORCA input file:
```
! RIJCOSX wB97M-V def2-TZVPD def2/J DEFGRID3
* xyz 1 1
C 2.19 0.55 -0.18
N -0.78 0.71 -1.15
N -1.22 0.29 1.43
N -1.47 -1.80 -0.48
P -0.59 -0.58 0.04
S 1.36 -1.13 -0.02
H 1.61 1.16 -0.86
H 3.00 0.22 -0.70
H 2.25 0.86 0.84
H -0.42 0.58 -2.11
H -0.36 1.56 -0.80
H -0.53 0.70 2.07
H -1.92 -0.16 2.00
H -1.09 -2.39 -1.22
H -2.41 -1.46 -0.59
*
```

Atom charges from the Mulliken analysis, given in e for atoms 1 to 6: -0.8057 -0.5964 -0.5007 -0.5144 0.7706 -0.0644

***

Computed, not measured: a cluster of 3 separate species, CH9N4O in total at a distorted geometry, with the ωB97M-V functional and the def2-TZVPD basis.

The LUMO energy is -3.85 eV. Its energy is -9181.473 eV. The calculation puts the orbital gap at 9.88 eV. The value obtained for the molar mass is 93.1 g mol⁻¹.

ORCA input file:
```
! RIJCOSX wB97M-V def2-TZVPD def2/J DEFGRID3
* xyz 1 1
C 1.05 -1.25 -1.03
N 1.35 -0.19 0.96
N -1.26 -0.75 -0.80
N -0.12 -1.16 -1.34
N -1.52 1.54 0.57
O 2.23 -1.29 -1.42
H 0.52 0.41 0.91
H 2.21 0.38 1.25
H -1.33 0.10 -0.24
H -2.01 -1.01 -1.52
H 1.16 -0.88 1.73
H -2.05 1.60 1.32
H -0.88 2.33 0.54
H -2.14 1.79 -0.22
H 2.77 -1.61 -0.71
*
```

Atom charges from the Mulliken analysis, given in e for atoms 1 to 6: 0.5596 -0.7340 -0.3923 0.0273 -0.8637 -0.3172

***

Computed, not measured: a cluster of 2 separate species, CH9N5S in total at a distorted geometry, with the ωB97M-V functional and the def2-TZVPD basis.

The LUMO energy is 0.79 eV. Its energy is -19462.682 eV. The calculation puts the orbital gap at 8.12 eV. The value obtained for the molar mass is 123.2 g mol⁻¹.

ORCA input file:
```
! RIJCOSX wB97M-V def2-TZVPD def2/J DEFGRID3
* xyz 0 1
C 1.73 -0.75 -0.57
N 0.94 -0.51 0.59
N 0.83 0.87 0.73
N -0.53 1.22 0.84
N -1.20 1.59 -0.20
N -1.96 -0.03 -1.04
S -2.30 -1.21 0.13
H 1.54 -1.82 -0.81
H 1.18 -0.12 -1.27
H 2.82 -0.58 -0.56
H 1.47 -0.94 1.37
H 1.32 1.25 1.58
H -1.12 0.76 1.57
H -0.68 1.89 -0.93
H -2.72 0.46 -1.47
H -1.33 -2.07 0.05
*
```

Atom charges from the Mulliken analysis, given in e for atoms 1 to 6: -0.7797 -0.1515 -0.3961 -0.0239 -0.4229 -0.4436

***

> Look up the energy of the fourth one.

-25771.936 eV

***

> Which of these has the highest energy?

CH9N2

***

> energy of number 6 (CH9N5S)?

-19462.682 eV